This record from the Open Molecules 2025 dataset describes a cluster of 3 separate species, C22H28F21N4O4S in total. The level of theory is ωB97M-V with the def2-TZVPD basis set.

```
80
C22H28F21N4O4S | the Open Molecules 2025 dataset | ωB97M-V with the def2-TZVPD basis set
S -1.8244 5.0532 -4.2070
F 0.4771 -3.0413 7.5014
F -0.5226 -6.4348 -1.2219
F -2.9475 7.5657 -7.1103
F 0.0053 1.1950 5.9081
F 0.8910 -8.0370 -4.0280
F 0.3420 -1.1666 9.6594
F -3.5939 6.8725 -4.7869
F -0.3311 -8.5579 -1.6601
F 0.8540 -3.8597 9.4858
F 1.6515 -5.3865 -0.4111
F 2.4055 -1.6416 10.0959
F 1.0608 -3.3548 0.1078
F -0.2595 -4.1742 -2.1632
F -2.4741 5.5034 -7.2330
F 1.2086 -2.6371 -2.5773
F -2.1446 -0.4575 6.0832
F -0.9185 6.9795 -6.9531
F 1.9646 -7.2384 -2.3174
F -1.6299 7.6048 -4.5910
F 0.5385 -0.9126 5.8797
F -1.3876 -1.3515 7.9158
O -2.5010 5.0611 -2.9569
O -2.1554 3.8533 -4.8973
O 1.9529 -0.7200 8.1586
O 1.6789 -4.7011 -3.1518
N 0.6477 6.2325 -3.5791
N 1.9310 4.5225 -3.3631
N 2.9263 6.6308 -2.9561
N 0.7283 4.0874 -3.6717
C -1.5658 0.1330 0.4919
C 1.4857 -1.6158 9.1081
C 0.9171 -5.7211 -3.7847
C -0.7808 -0.6813 -0.5874
C 0.7988 1.9805 -2.4136
C 1.1101 0.3558 7.7838
C -2.3337 -0.7997 1.4955
C -0.4030 -7.3309 -2.2266
C 1.7151 -4.1043 -0.8127
C 1.0641 -3.9309 -2.1856
C 0.6389 0.4359 -2.4780
C -0.0501 5.1316 -3.8110
C 1.8830 5.8673 -3.2871
C -0.7791 -0.0246 -1.9991
C 1.3413 -3.0273 8.5387
C -1.3426 -0.2387 7.1559
C -2.3654 6.6032 -5.0872
C -1.7357 -0.7662 2.9465
C 0.4536 2.6476 -3.7862
C -2.1431 6.6205 -6.6357
C 0.0760 0.0715 6.6823
C 0.8497 -7.0767 -3.0630
H -1.2792 -1.6571 -0.6784
H -0.5993 2.4224 -3.9721
H 2.7638 -3.7998 -0.8407
H -0.0682 -5.3650 -4.0870
H 0.0440 2.3557 -1.7033
H 0.2383 -0.8835 -0.2295
H -1.4789 0.8254 -2.0379
H 0.8238 0.0625 -3.4971
H -1.2537 -1.7309 3.1547
H 1.0640 2.1653 -4.5637
H -2.2554 -1.8415 1.1513
H 1.4478 -5.9073 -4.7179
H -0.8154 0.6786 1.0853
H 1.8092 2.2391 -2.0644
H -2.5740 -0.6534 3.6400
H 0.6642 0.8444 8.6510
H -1.3041 -7.2948 -2.8458
H 1.3733 -0.0360 -1.8123
H -1.1066 -0.7938 -2.7137
H 3.4873 6.3508 -2.1656
H 1.7938 1.0941 7.3650
H -1.7607 0.5956 7.7266
H 2.7451 3.9434 -3.1961
H 3.1737 7.4741 -3.4494
H 2.3057 -3.4052 8.1928
H -2.2784 0.8356 0.0405
H -0.9666 0.0064 3.0668
H -3.4013 -0.5439 1.4967
```

The value obtained for the HOMO-LUMO gap is 8.35 eV. As for the total charge: +1. As for the highest occupied orbital energy: -12.51 eV.

These are the Löwdin partial charges, in e, on atoms 1 to 5: atom 1 (S): 0.801, atom 2 (F): 0.096, atom 3 (F): 0.089, atom 4 (F): 0.196, atom 5 (F): 0.097

***

This record from the Open Molecules 2025 dataset describes a structure of composition C20H14BCoN10S2Se2Te2. The level of theory is ωB97M-V with the def2-TZVPD basis set.

```
52
C20H14BCoN10S2Se2Te2 | the Open Molecules 2025 dataset | ωB97M-V with the def2-TZVPD basis set
Te 5.5099 -3.1594 -6.7884
Te 3.3493 -2.1346 -3.5511
Se 3.2656 -2.4493 -6.1338
Se 0.9390 -1.4903 -3.8766
Co 0.4432 -0.6011 -1.5401
S 0.5579 -2.1725 2.0187
S 2.2270 -1.9248 -0.8221
N -0.8396 1.1275 0.4947
N 5.3449 -0.5787 5.4677
N 7.4579 -0.2814 1.9590
N -1.3593 -1.4696 -0.9346
N -3.2959 1.5275 0.3716
N -0.8987 0.8767 -2.4406
N -2.3056 -0.7883 -0.2472
N -4.1518 1.0177 1.2823
N -2.0097 1.1870 -1.7410
N 0.3701 0.7309 0.0500
C 2.9087 -1.4429 3.1507
C -3.1808 -1.6540 0.2977
C -0.6986 1.8202 1.6413
C 0.6439 1.8999 1.9353
C -1.1286 1.2084 -3.7016
C -2.4208 1.7345 -3.8404
C 6.3465 -0.5887 1.9743
C -2.7942 -2.9308 -0.0508
C 1.2703 1.1960 0.9011
C -4.8529 2.0431 1.7340
C -4.4489 3.2499 1.1325
C -2.9496 1.6833 -2.5690
C 4.9700 -0.9678 1.9813
C -3.4454 2.8691 0.2751
C 4.8606 -0.8035 4.4476
C 2.2030 -1.7277 1.9544
C -1.6365 -2.7551 -0.8172
C 2.9627 -1.5966 0.7440
C 4.3011 -1.2312 0.7853
C 4.2393 -1.0753 3.1802
B -2.1329 0.7405 -0.2557
H -3.2646 -3.8542 0.2385
H -2.9008 2.0939 -4.7342
H -4.8281 4.2435 1.2990
H -5.6206 1.8780 2.4742
H -3.9935 -1.2909 0.8993
H -2.8157 3.4467 -0.3813
H -0.3619 1.0302 -4.4380
H 2.3596 -1.5224 4.0795
H -1.5595 2.1946 2.1701
H 4.8412 -1.1382 -0.1489
H 2.3140 0.9781 0.7467
H -0.9734 -3.4777 -1.2644
H -3.9207 1.9647 -2.1986
H 1.1030 2.3652 2.7896
```

The value obtained for the HOMO-LUMO gap (alpha / beta) is 5.44 / 4.58 eV. As for the total charge: -2. As for the highest occupied orbital energy (alpha / beta): -1.84 / -1.81 eV. Its multiplicity is 3.

These are the Löwdin partial charges, in e, on atoms 1 to 5: atom 1 (Te): -0.007, atom 2 (Te): 0.229, atom 3 (Se): -0.449, atom 4 (Se): -0.110, atom 5 (Co): 0.086

***

It is found that the F_max values, taken in the order of the records, are 3.73 0.83 eV Å⁻¹.